# 1
{"formula": "C3H10NO2", "method": "wB97M-V/def2-TZVPD", "total_charge": -1, "de_lowest_kj_mol": 84.9, "fmax_ev_per_a": 2.0, "lumo_ev": 4.1959, "e_tot_ev": -8857.914, "homo_lumo_gap_ev": 7.42, "species": ["C", "C", "C", "O", "N", "H", "H", "H", "H", "H", "H", "H", "H", "H", "H", "O"], "xyz": [[-1.061, -0.753, -0.938], [-0.684, 0.731, -0.820], [0.780, 1.135, -0.361], [0.971, 0.655, 0.880], [-2.277, -1.079, -1.747], [-1.260, -1.196, 0.041], [-0.287, -1.383, -1.451], [-0.924, 1.316, -1.754], [-1.342, 1.026, 0.039], [0.851, 2.224, -0.441], [1.491, 0.797, -1.227], [-2.901, -0.273, -1.604], [-1.970, -0.960, -2.714], [1.519, -0.138, 2.003], [1.930, -1.479, 2.863], [2.114, -0.544, 2.756]], "forces_ev_per_angstrom": [[0.8, -1.2, -0.9], [-0.3, 0.7, 0.2], [-0.9, -1.7, -0.4], [0.2, 0.3, -0.4], [0.1, 1.3, -0.1], [0.5, 0.2, 0.0], [-0.1, 0.6, 0.7], [-0.1, -0.6, 0.6], [0.4, 0.6, -0.8], [-0.2, 0.6, 0.0], [-0.5, -0.1, 1.0], [-0.1, -0.5, -0.1], [-0.3, -0.1, 0.1], [0.9, -0.4, 0.3], [-0.2, 0.1, -0.3], [-0.3, 0.2, 0.0]], "lowdin_charge": [-0.320, -0.227, -0.481, -0.307, -0.061, 0.094, 0.109, 0.093, 0.101, 0.063, 0.094, 0.044, 0.040, -0.030, -0.026, -0.187]}

***

# 2
{"formula": "C3H10NO2", "method": "wB97M-V/def2-TZVPD", "total_charge": 0, "de_lowest_kj_mol": 104.4, "fmax_ev_per_a": 2.7, "lumo_ev": [0.4766, 0.3871], "e_tot_ev": -8854.733, "homo_lumo_gap_ev": [4.37, 8.07], "spin_multiplicity": 2, "species": ["O", "C", "C", "N", "C", "H", "H", "H", "H", "H", "H", "H", "H", "H", "H", "O"], "xyz": [[-1.370, -1.192, -0.490], [-0.199, -1.669, -0.614], [0.916, -1.101, 0.298], [0.424, 0.251, 0.599], [1.050, 1.207, 1.577], [0.041, -2.584, -1.176], [0.880, -1.799, 1.150], [1.865, -1.218, -0.221], [0.158, 0.737, -0.273], [-0.444, -0.027, 1.072], [1.248, 2.128, 1.036], [1.980, 0.785, 1.952], [0.359, 1.376, 2.396], [-0.648, 2.336, -2.025], [-1.747, 1.500, -1.474], [-0.843, 1.755, -1.298]], "forces_ev_per_angstrom": [[-1.0, 0.2, 0.7], [1.4, 0.3, -1.0], [-0.6, -2.3, -1.3], [-0.1, 0.2, 1.8], [0.6, -0.5, -0.6], [0.0, 0.2, 0.2], [0.4, 1.0, 0.8], [0.2, 0.6, 0.3], [-0.3, -0.3, 0.0], [-0.6, 0.2, -1.0], [0.1, 0.1, 0.2], [0.0, 0.1, 0.0], [0.1, 0.1, 0.0], [0.4, 0.4, -0.4], [-0.4, -0.7, 0.2], [0.1, 0.4, 0.1]], "mulliken_spin": [0.221, 0.704, -0.110, -0.059, 0.029, 0.042, 0.086, 0.037, 0.002, 0.020, 0.000, -0.005, 0.007, -0.009, 0.002, 0.033]}

***

# 3
{"formula": "C3H10NO2", "method": "wB97M-V/def2-TZVPD", "total_charge": 1, "de_lowest_kj_mol": 71.7, "fmax_ev_per_a": 1.1, "lumo_ev": -3.5113, "e_tot_ev": -8851.598, "homo_lumo_gap_ev": 10.30, "species": ["C", "C", "C", "O", "N", "H", "H", "H", "H", "H", "H", "H", "H", "H", "H", "O"], "xyz": [[-0.204, 0.255, 0.801], [0.657, 0.534, -0.410], [2.082, 0.809, 0.036], [2.378, 0.842, 1.196], [-1.657, 0.019, 0.380], [0.063, -0.662, 1.322], [-0.202, 1.067, 1.516], [0.722, -0.364, -1.037], [0.255, 1.338, -1.035], [2.830, 0.933, -0.758], [-2.153, -0.241, 1.237], [-2.082, 0.908, 0.088], [-1.783, -0.756, -0.332], [-1.378, -2.495, -1.683], [-2.453, -1.672, -2.390], [-2.106, -1.880, -1.512]], "forces_ev_per_angstrom": [[-0.7, -0.4, -0.4], [0.1, -0.5, 0.0], [-0.1, 0.1, 0.0], [0.0, 0.0, 0.1], [0.2, 0.5, 0.9], [0.3, 0.1, 0.0], [0.0, 0.1, 0.1], [-0.1, 0.1, -0.1], [0.2, 0.0, 0.1], [0.1, 0.1, -0.1], [-0.2, -0.1, -0.2], [0.1, -0.5, -0.3], [-0.1, 0.6, 0.0], [-0.2, -0.1, 0.1], [-0.1, 0.0, 0.1], [0.4, -0.1, -0.3]], "lowdin_charge": [-0.140, -0.138, -0.235, 0.091, 0.169, 0.142, 0.137, 0.125, 0.133, 0.133, 0.167, 0.172, 0.094, 0.086, 0.090, -0.025]}

***

# 4
{"formula": "C3H10NO2", "method": "wB97M-V/def2-TZVPD", "total_charge": 1, "de_lowest_kj_mol": 140.2, "fmax_ev_per_a": 2.1, "lumo_ev": -3.6141, "e_tot_ev": -8850.888, "homo_lumo_gap_ev": 10.45, "species": ["C", "C", "C", "O", "N", "H", "H", "H", "H", "H", "H", "H", "H", "H", "H", "O"], "xyz": [[0.124, 0.009, 0.531], [1.391, -0.282, -0.265], [2.493, 0.688, 0.197], [2.282, 1.371, 1.156], [-0.923, -1.056, 0.096], [-0.258, 1.005, 0.272], [0.157, -0.010, 1.612], [1.273, -0.388, -1.368], [1.840, -1.271, -0.046], [3.408, 0.752, -0.402], [-0.838, -1.801, 0.788], [-0.550, -1.449, -0.765], [-1.898, -0.698, 0.021], [-2.561, 1.369, -0.031], [-2.887, 1.108, -1.323], [-3.052, 0.652, -0.474]], "forces_ev_per_angstrom": [[-1.0, 0.0, -1.2], [1.2, -0.7, 0.4], [-1.0, 0.1, -0.7], [0.3, 0.2, 0.2], [1.3, 0.2, 0.9], [0.0, -0.4, -0.1], [0.5, -0.2, 0.1], [-0.2, 0.8, 0.6], [-0.4, 0.1, 0.4], [0.2, -0.1, 0.0], [-0.4, -0.1, -0.1], [-0.7, 0.0, -0.3], [0.2, 0.1, -0.4], [-0.5, -0.3, 1.2], [-0.9, -1.1, -0.6], [1.3, 1.5, -0.5]], "lowdin_charge": [-0.121, -0.141, -0.225, 0.086, 0.185, 0.127, 0.136, 0.137, 0.135, 0.135, 0.169, 0.148, 0.116, 0.065, 0.088, -0.042]}

***

# 5
{"formula": "C3H10NO2", "method": "wB97M-V/def2-TZVPD", "total_charge": 1, "de_lowest_kj_mol": 212.3, "fmax_ev_per_a": 2.1, "lumo_ev": -4.6988, "e_tot_ev": -8850.140, "homo_lumo_gap_ev": 9.65, "species": ["C", "C", "C", "N", "H", "H", "H", "H", "H", "H", "H", "H", "O", "H", "H", "O"], "xyz": [[-0.069, 0.980, -0.897], [0.702, -0.083, -1.059], [-2.042, 0.161, 0.157], [-1.514, 0.828, -0.800], [0.203, 2.011, -1.079], [0.239, -1.044, -0.810], [1.773, -0.124, -1.090], [-3.144, 0.107, 0.192], [-1.408, -0.294, 0.892], [-2.090, 1.269, -1.509], [3.522, -2.695, -1.073], [3.063, -3.475, 0.158], [3.008, -2.611, -0.257], [-1.435, 2.054, 2.433], [0.009, 1.534, 2.615], [-0.817, 1.383, 2.126]], "forces_ev_per_angstrom": [[0.0, 0.3, -1.6], [-1.0, -0.7, 1.8], [-1.1, 0.4, -1.0], [0.7, -0.7, 1.1], [0.2, 0.0, 0.2], [0.2, 0.0, -0.7], [0.3, 0.5, -0.3], [0.7, -0.1, 0.1], [0.1, -0.2, 0.2], [-0.1, 0.2, 0.1], [-0.1, 0.0, 0.3], [0.0, -0.1, 0.1], [0.0, 0.2, -0.4], [0.1, 0.1, 0.2], [-0.4, 0.0, -0.2], [0.3, 0.2, 0.2]], "lowdin_charge": [-0.133, 0.098, 0.159, 0.055, 0.125, 0.089, 0.078, 0.141, 0.101, 0.179, 0.045, 0.038, -0.066, 0.064, 0.079, -0.052]}

***

# 6
{"formula": "C3H10NO2S", "method": "wB97M-V/def2-TZVPD", "total_charge": -1, "de_lowest_kj_mol": 179.8, "fmax_ev_per_a": 4.6, "lumo_ev": 2.8938, "e_tot_ev": -19692.214, "homo_lumo_gap_ev": 6.26, "species": ["C", "C", "S", "N", "C", "O", "H", "H", "H", "H", "H", "H", "H", "H", "H", "H", "O"], "xyz": [[-0.248, 1.020, -0.027], [-0.053, 2.365, 0.911], [-1.432, 3.552, 0.890], [0.931, 0.203, -0.188], [0.855, -1.228, 0.411], [0.617, -2.094, -0.578], [-0.647, 1.325, -1.093], [-1.040, 0.406, 0.260], [-0.184, 2.103, 1.912], [0.967, 2.731, 0.576], [-1.537, 4.339, -0.098], [0.973, -0.087, -1.242], [0.182, -1.174, 1.163], [1.781, -1.425, 0.883], [-0.266, -3.898, -1.978], [-0.394, -3.713, -0.562], [-0.503, -4.423, -1.239]], "forces_ev_per_angstrom": [[0.2, 2.1, -2.2], [0.7, -1.2, -4.4], [-0.7, -1.2, 2.8], [0.6, -0.6, -2.0], [1.5, 0.7, -3.9], [-0.6, -0.5, 0.1], [0.9, 0.2, 1.9], [-1.7, -0.8, 1.4], [0.6, -0.5, 1.7], [-1.3, -0.1, 1.0], [0.7, 0.9, -2.4], [0.1, 0.7, 2.6], [-3.0, 0.3, 2.8], [1.8, 0.0, 0.7], [0.5, 0.7, -1.2], [0.4, 0.0, -0.2], [-0.8, -0.7, 1.3]], "lowdin_charge": [-0.330, -0.516, 0.654, -0.094, -0.495, -0.306, 0.122, 0.063, 0.001, 0.081, -0.246, 0.115, 0.044, 0.059, -0.023, 0.000, -0.130]}

***

# 7
{"formula": "C3H10NO2S", "method": "wB97M-V/def2-TZVPD", "total_charge": -1, "de_lowest_kj_mol": 133.6, "fmax_ev_per_a": 3.3, "lumo_ev": 3.2880, "e_tot_ev": -19692.693, "homo_lumo_gap_ev": 5.88, "species": ["C", "O", "C", "C", "S", "N", "H", "H", "H", "H", "H", "H", "H", "H", "H", "H", "O"], "xyz": [[0.974, -0.225, -1.008], [0.966, -0.931, -2.104], [-0.555, 0.266, -0.673], [-0.435, 1.565, 0.151], [-2.158, 2.349, 0.399], [-1.431, -0.764, -0.223], [1.234, -0.794, 0.010], [1.603, 0.689, -1.019], [-0.852, 0.711, -1.643], [0.185, 2.278, -0.365], [-0.196, 1.388, 1.210], [-2.738, 1.230, 0.934], [-1.219, -1.070, 0.714], [-1.664, -1.504, -0.863], [2.852, -1.753, 1.307], [1.339, -1.736, 1.293], [2.095, -1.698, 1.881]], "forces_ev_per_angstrom": [[-2.0, -0.5, 1.1], [0.6, -0.7, -0.5], [2.4, 1.8, -1.3], [-2.6, -1.5, 1.4], [0.3, -0.4, 0.0], [-0.9, 0.9, 0.8], [-0.1, 0.8, -1.4], [0.3, 0.2, 0.2], [-0.3, -1.0, 0.1], [0.2, 0.2, 0.1], [0.8, 0.1, -0.5], [0.4, 0.5, -0.4], [0.1, -0.4, -0.1], [0.6, 0.1, -0.1], [0.3, 0.1, -0.5], [-0.1, 0.1, -0.3], [0.0, -0.4, 1.3]], "lowdin_charge": [-0.520, -0.320, -0.490, -0.486, 0.553, 0.027, 0.072, 0.072, 0.119, 0.053, 0.051, -0.171, 0.058, 0.068, 0.020, -0.014, -0.090]}

***

# 8
{"formula": "C3H10NO3", "method": "wB97M-V/def2-TZVPD", "total_charge": -1, "de_lowest_kj_mol": 53.6, "fmax_ev_per_a": 1.4, "lumo_ev": 3.7382, "e_tot_ev": -10905.427, "homo_lumo_gap_ev": 6.42, "species": ["C", "O", "C", "C", "O", "N", "H", "H", "H", "H", "H", "H", "H", "H", "H", "H", "O"], "xyz": [[-0.711, 1.161, -0.523], [-1.552, 1.156, -1.565], [-0.150, -0.265, -0.312], [0.593, -0.665, -1.559], [1.091, -2.015, -1.525], [0.724, -0.423, 0.930], [-1.154, 1.500, 0.444], [0.192, 1.841, -0.593], [-0.998, -0.924, -0.108], [-0.063, -0.575, -2.418], [1.463, -0.016, -1.655], [0.617, -2.466, -0.821], [1.338, -1.219, 0.791], [1.296, 0.411, 1.000], [-0.394, 0.251, 2.358], [-1.576, 1.271, 2.624], [-0.715, 0.978, 2.931]], "forces_ev_per_angstrom": [[-0.3, -0.2, 0.0], [0.1, 0.4, -0.1], [0.7, -0.2, 1.2], [-0.2, -0.3, 0.0], [0.3, -0.3, 0.3], [-0.7, 0.3, -0.8], [-0.1, -0.1, 0.1], [0.1, -0.1, -0.2], [-0.2, -0.1, -0.4], [-0.1, 0.3, 0.0], [0.1, 0.2, -0.2], [-0.1, -0.1, -0.1], [0.2, 0.1, 0.1], [0.2, 0.0, 0.0], [-0.1, 0.3, -0.2], [0.1, -0.2, -0.3], [0.1, 0.0, 0.8]], "lowdin_charge": [-0.519, -0.340, -0.371, -0.238, -0.107, 0.010, 0.070, 0.092, 0.132, 0.107, 0.115, 0.057, 0.052, 0.067, -0.019, 0.010, -0.118]}

***

# 9
{"formula": "C3H10NO3", "method": "wB97M-V/def2-TZVPD", "total_charge": -1, "de_lowest_kj_mol": 138.1, "fmax_ev_per_a": 6.1, "lumo_ev": 4.1037, "e_tot_ev": -10904.552, "homo_lumo_gap_ev": 7.75, "species": ["C", "C", "O", "N", "C", "O", "H", "H", "H", "H", "H", "H", "H", "H", "H", "H", "O"], "xyz": [[0.953, -0.648, 0.279], [0.549, -0.634, 1.784], [-0.711, -0.278, 2.060], [-0.101, -0.025, -0.565], [-0.399, 1.483, -0.334], [-0.610, 1.724, 0.948], [1.079, -1.751, -0.098], [1.986, -0.093, 0.153], [0.625, -1.628, 2.255], [1.353, 0.050, 2.244], [-0.880, 0.799, 1.696], [-1.025, -0.268, -0.170], [0.529, 2.047, -0.450], [-1.260, 1.778, -0.828], [-1.275, -0.892, -3.454], [-0.387, -0.717, -2.273], [-0.427, -0.946, -3.247]], "forces_ev_per_angstrom": [[0.5, -0.4, -0.9], [2.1, 0.1, 0.8], [-2.1, 0.1, 0.8], [-1.3, 0.9, -0.6], [3.7, -1.5, 1.9], [-1.2, 2.0, 2.8], [-0.1, 1.9, 0.5], [-2.1, -1.0, -0.1], [0.9, -0.1, -0.3], [-1.0, -0.6, 0.0], [0.8, -0.8, -0.7], [0.8, -1.1, 0.0], [0.2, 0.1, -1.9], [-1.4, 0.3, -2.4], [-5.8, 0.4, -1.6], [0.5, 0.2, -0.3], [5.6, -0.4, 1.9]], "lowdin_charge": [-0.209, -0.416, -0.207, -0.095, -0.390, -0.228, 0.111, 0.123, 0.086, 0.102, -0.001, 0.098, 0.097, 0.073, -0.081, 0.007, -0.070]}

***

# 10
{"formula": "C3H10NO3", "method": "wB97M-V/def2-TZVPD", "total_charge": 0, "de_lowest_kj_mol": 94.2, "fmax_ev_per_a": 2.9, "lumo_ev": [0.6609, -2.4375], "e_tot_ev": -10902.083, "homo_lumo_gap_ev": [10.74, 7.86], "spin_multiplicity": 2, "species": ["C", "O", "C", "C", "O", "N", "H", "H", "H", "H", "H", "H", "H", "H", "H", "H", "O"], "xyz": [[-1.393, 1.089, 0.337], [-1.018, 1.692, 1.423], [-0.140, -0.114, -0.055], [0.197, -0.095, -1.541], [-0.846, 0.151, -2.467], [1.019, 0.423, 0.610], [-1.513, 1.804, -0.581], [-2.347, 0.570, 0.393], [-0.364, -1.049, 0.446], [0.963, 0.674, -1.722], [0.530, -1.083, -1.920], [-1.387, 0.864, -2.108], [1.147, 1.420, 0.461], [0.795, 0.539, 1.613], [1.297, -2.287, 0.798], [2.009, -1.967, 2.050], [1.769, -2.733, 1.519]], "forces_ev_per_angstrom": [[-0.9, 0.0, -2.0], [-0.1, 0.1, 0.3], [0.7, 2.7, 0.7], [-0.3, -0.5, -1.4], [-0.8, 0.1, 0.5], [0.5, 0.0, 1.7], [0.9, -0.8, 1.1], [-0.2, -0.5, 0.2], [-0.7, -0.1, -0.3], [0.1, -0.4, 0.4], [0.5, 0.5, 0.8], [0.0, 0.0, -0.3], [0.1, -0.1, -1.1], [0.2, -0.9, -0.4], [0.3, -0.4, 0.0], [0.2, -0.1, 0.2], [-0.4, 0.5, -0.3]], "mulliken_spin": [-0.016, 0.710, 0.220, 0.002, 0.004, 0.018, 0.040, 0.008, -0.006, 0.002, 0.007, -0.003, 0.008, 0.005, 0.000, 0.000, 0.000]}